Entry 1:
{"formula": "C2H4OS2", "method": "wB97M-V/def2-TZVPD", "symbols": ["C", "C", "O", "S", "S", "H", "H", "H", "H"], "coordinates": [[-1.442, -1.025, 1.326], [0.597, -0.269, -0.440], [-3.308, -1.304, 3.041], [-2.367, -2.056, 2.192], [-0.244, -1.736, 0.186], [-1.331, 0.082, 1.204], [1.570, -0.554, -0.792], [0.691, 0.770, 0.021], [0.013, 0.053, -1.353]], "charge": 0, "total_energy_ha": -950.06658, "orbital_gap_ev": [7.209, 8.115], "largest_force_ev_per_a": 7.39, "multiplicity": 3, "de_lowest_kcal_mol": 24.1}

=====

Entry 2:
{"formula": "C2H4OTl", "method": "wB97M-V/def2-TZVPD", "symbols": ["O", "C", "H", "C", "H", "H", "Tl", "H"], "coordinates": [[-0.421, 0.059, -1.528], [0.543, -0.029, -0.600], [1.612, 0.123, -0.880], [0.226, 0.270, 0.828], [0.371, 1.324, 1.119], [-0.600, -0.092, 1.464], [-2.306, -0.617, -0.877], [0.574, -1.038, 0.473]], "charge": 0, "total_energy_ha": -326.13369, "orbital_gap_ev": [6.253, 8.092], "largest_force_ev_per_a": 2.04, "multiplicity": 2, "de_lowest_kcal_mol": 52.7}

=====

Entry 3:
{"formula": "C2H4P2", "method": "wB97M-V/def2-TZVPD", "symbols": ["C", "C", "P", "P", "H", "H", "H", "H"], "coordinates": [[1.156, 0.076, 0.716], [-0.534, 0.078, -0.921], [1.057, -0.932, -0.628], [-0.323, 1.049, 0.535], [1.903, 0.094, 1.463], [-0.813, 0.489, -1.780], [-1.625, -1.151, -0.904], [-0.820, 0.297, 1.519]], "charge": 0, "total_energy_ha": -761.14879, "orbital_gap_ev": 8.628, "largest_force_ev_per_a": 7.57, "de_lowest_kcal_mol": 66.6}

=====

Entry 4:
{"formula": "C2H4P2", "method": "wB97M-V/def2-TZVPD", "symbols": ["C", "C", "P", "P", "H", "H", "H", "H"], "coordinates": [[-0.825, 1.050, -0.484], [0.334, -0.995, -0.032], [0.904, 0.628, -0.822], [-1.378, -0.391, 0.201], [-1.268, 1.975, -0.878], [0.519, -1.820, -0.727], [0.638, -1.248, 1.014], [1.075, 0.802, 1.727]], "charge": 0, "total_energy_ha": -761.12244, "orbital_gap_ev": [7.119, 7.448], "largest_force_ev_per_a": 2.08, "de_lowest_kcal_mol": 83.1}

=====

Entry 5:
{"formula": "C2H4P2", "method": "wB97M-V/def2-TZVPD", "symbols": ["C", "C", "P", "P", "H", "H", "H", "H"], "coordinates": [[-2.128, -0.525, 0.225], [-2.407, 0.567, -0.456], [-3.898, -0.413, -0.150], [2.650, -0.528, -0.270], [-1.342, -1.082, 0.685], [-1.997, 1.445, -0.904], [2.357, 0.312, 0.796], [1.304, -0.826, -0.449]], "charge": 0, "total_energy_ha": -761.12863, "orbital_gap_ev": [9.331, 5.534], "largest_force_ev_per_a": 1.17, "de_lowest_kcal_mol": 79.2}

=====

Entry 6:
{"formula": "C2H4P2S", "method": "wB97M-V/def2-TZVPD", "symbols": ["C", "C", "P", "P", "S", "H", "H", "H", "H"], "coordinates": [[-0.188, -1.253, -0.363], [0.595, -1.144, 0.656], [-0.265, 2.795, 1.627], [-0.382, 2.367, -0.235], [-0.479, 2.291, -2.167], [-1.112, -1.812, -0.193], [0.019, -0.864, -1.426], [1.593, -0.751, 0.561], [0.219, -1.629, 1.541]], "charge": 0, "total_energy_ha": -1159.41252, "orbital_gap_ev": 8.151, "smiles": "P#P=S.C=C", "largest_force_ev_per_a": 3.66, "de_lowest_kcal_mol": 47.1}